This record from OMol25 describes the molecule C15H15BrN2O2. The level of theory is ωB97M-V with the def2-TZVPD basis set.

## Properties
HOMO-LUMO gap	9.23	eV
charge	0
HOMO level	-8.529	eV
SMILES	C[C@H](Oc1ccc(Br)cc1)C(=O)NCc1ccccn1

Each line ends with the Mulliken charge.
Atoms and positions in Å:
C -2.419 0.088 1.085  -1.388
C -1.665 -0.961 0.264  0.561
O -0.343 -1.150 0.742  -0.252
C -0.112 -1.913 1.841  0.448
C -1.073 -2.617 2.562  -0.136
C -0.701 -3.374 3.660  -0.727
C 0.626 -3.428 4.041  -0.005
Br 1.128 -4.467 5.558  -0.208
C 1.596 -2.735 3.336  -0.503
C 1.225 -1.983 2.242  -0.411
C -1.603 -0.464 -1.189  0.093
O -2.578 -0.516 -1.911  -0.688
N -0.415 0.031 -1.553  -0.032
C -0.192 0.677 -2.820  -0.860
C 0.658 1.908 -2.652  0.694
C 0.782 2.842 -3.677  -0.763
C 1.593 3.945 -3.475  -0.278
C 2.252 4.080 -2.262  -0.529
C 2.064 3.095 -1.307  -0.245
N 1.292 2.038 -1.494  -0.340
H -3.400 0.247 0.647  0.392
H -2.534 -0.232 2.118  0.428
H -1.867 1.026 1.071  0.335
H -2.218 -1.910 0.257  0.315
H -2.114 -2.591 2.285  0.329
H -1.449 -3.918 4.216  0.411
H 2.630 -2.783 3.641  0.407
H 1.961 -1.436 1.676  0.404
H 0.327 0.126 -0.873  0.341
H 0.314 -0.011 -3.513  0.241
H -1.167 0.925 -3.252  0.414
H 0.251 2.701 -4.606  0.377
H 1.708 4.689 -4.249  0.405
H 2.891 4.925 -2.064  0.370
H 2.553 3.146 -0.342  0.401

***

This record from OMol25 describes a cluster of 2 separate species, C26H35N4 in total at a distorted geometry. The level of theory is ωB97M-V with the def2-TZVPD basis set.

## Properties
HOMO-LUMO gap	5.57	eV
energy relative to the best compared isomer or geometry (same formula, charge and spin)	66.9	kcal per mole
charge	+1
HOMO level	-10.603	eV

Each line ends with the Mulliken charge.
Atoms and positions in Å:
C -0.435 4.301 -1.035  -0.746
C -0.376 3.129 -0.077  -0.858
N 0.970 2.597 0.117  -0.116
C 1.943 3.434 0.018  0.084
C 3.407 3.121 0.333  -0.354
C 4.096 4.487 0.274  -0.534
C 3.065 5.501 -0.247  -0.746
N 1.846 4.731 -0.350  0.108
C 0.611 5.358 -0.730  -0.620
H -0.268 3.931 -2.050  0.307
H -1.433 4.747 -1.003  0.378
H -0.810 3.429 0.898  0.280
H -0.953 2.278 -0.457  0.368
H 3.485 2.637 1.315  0.178
H 3.811 2.428 -0.418  0.261
H 4.434 4.778 1.272  0.274
H 4.966 4.476 -0.386  0.285
H 2.939 6.353 0.436  0.319
H 3.355 5.913 -1.226  0.327
H 0.798 5.985 -1.610  0.352
H 0.247 6.015 0.074  0.310
C -2.796 0.055 6.492  -0.982
N -1.629 -0.753 6.185  0.191
C -1.484 -1.896 7.066  -0.954
C -1.043 -0.713 4.910  -0.191
C 0.094 0.101 4.658  -0.289
C 0.572 0.268 3.372  -0.680
C -0.029 -0.396 2.265  0.657
C 0.459 -0.236 0.922  0.180
C 0.287 -1.224 -0.048  -0.434
C 0.782 -1.157 -1.352  -0.323
C 0.353 -2.004 -2.420  0.803
C 1.047 -2.044 -3.667  -0.867
C 0.586 -2.803 -4.724  -0.262
C -0.596 -3.576 -4.598  -0.186
N -1.110 -4.282 -5.692  0.239
C -0.848 -5.690 -5.907  -0.977
C -2.163 -3.753 -6.538  -0.982
C -1.264 -3.591 -3.351  -0.261
C -0.803 -2.824 -2.295  -0.786
C -1.120 -1.267 2.547  -0.842
C -1.605 -1.432 3.832  -0.256
H -2.902 0.865 5.760  0.307
H -3.714 -0.555 6.495  0.341
H -2.672 0.490 7.494  0.327
H -0.623 -2.503 6.761  0.305
H -1.323 -1.534 8.092  0.320
H -2.392 -2.522 7.067  0.322
H 0.555 0.604 5.509  0.452
H 1.443 0.899 3.188  0.431
H 1.015 0.672 0.673  0.136
H -0.211 -2.152 0.257  0.593
H 1.577 -0.436 -1.562  0.422
H 1.958 -1.458 -3.779  0.380
H 1.099 -2.812 -5.689  0.446
H -0.071 -6.042 -5.219  0.303
H -1.764 -6.284 -5.759  0.320
H -0.510 -5.838 -6.942  0.323
H -2.341 -2.696 -6.311  0.301
H -1.862 -3.850 -7.591  0.326
H -3.098 -4.319 -6.400  0.330
H -2.163 -4.201 -3.248  0.431
H -1.348 -2.828 -1.351  0.381
H -1.592 -1.809 1.728  0.427
H -2.448 -2.099 4.025  0.419

***

This record from OMol25 describes a structure of composition C2H4EuO at a distorted geometry. The level of theory is ωB97M-V with the def2-TZVPD basis set.

## Properties
HOMO-LUMO gap (spin up / spin down)	7.26 / 7.51	eV
energy relative to the best compared isomer or geometry (same formula, charge and spin)	49.9	kcal per mole
spin multiplicity	8
expectation value of S²	15.76
charge	+2
HOMO level (spin up / spin down)	-17.508 / -17.515	eV

Each line ends with the Mulliken charge.
Atoms and positions in Å:
O -1.426 0.101 -0.292  -0.537
Eu -2.576 1.101 -2.323  1.873
C -0.440 0.028 0.404  0.289
C 0.967 0.030 0.148  -0.802
H 1.225 -0.708 -0.624  0.380
H 1.362 1.029 -0.055  0.328
H -0.229 -0.812 1.485  0.210
H 1.117 -0.769 1.257  0.259

***

This record from OMol25 describes a cluster of 8 separate species, C9H32N14O9 in total at a distorted geometry. The level of theory is ωB97M-V with the def2-TZVPD basis set.

## Properties
HOMO-LUMO gap (spin up / spin down)	7.56 / 6.46	eV
spin multiplicity	2
expectation value of S²	0.75
charge	-1
HOMO level (spin up / spin down)	-5.666 / -5.653	eV

Each line ends with the Mulliken charge.
Atoms and positions in Å:
O -0.475 2.372 0.778  -0.503
C -0.866 1.319 -0.083  1.315
C -1.241 -0.141 0.410  -0.444
O -0.587 -0.778 1.505  -0.728
H -0.317 1.329 -1.024  -1.162
H -1.799 1.709 -0.492  -0.092
H -1.217 -0.849 -0.418  0.534
H -2.273 -0.110 0.760  0.317
C -3.194 -2.844 3.140  0.428
O -4.001 -3.427 3.959  -0.810
N -2.870 -3.429 2.062  -0.247
N -2.785 -1.599 3.249  -0.304
H -3.448 -4.190 1.736  0.215
H -2.112 -3.038 1.521  0.394
H -2.160 -1.273 2.525  0.186
H -3.109 -1.099 4.065  0.171
C 2.025 4.657 -1.092  0.534
O 2.518 5.153 -2.095  -0.710
N 1.920 3.434 -0.838  -0.205
N 1.692 5.345 0.019  -0.412
H 2.262 2.810 -1.553  0.147
H 1.144 3.189 -0.238  0.264
H 1.638 4.976 0.958  0.207
H 1.723 6.339 -0.157  0.214
C 1.800 -2.864 3.652  0.691
O 2.034 -3.568 2.695  -0.681
N 2.239 -3.230 4.834  -0.471
N 1.105 -1.843 3.675  -0.137
H 2.831 -4.048 4.803  0.271
H 2.123 -2.459 5.477  0.133
H 0.475 -1.757 2.891  0.001
H 1.141 -1.175 4.432  0.232
C 3.030 -0.277 1.179  0.376
O 2.885 0.390 2.135  -0.666
N 4.142 -0.871 0.832  -0.451
N 2.104 -0.565 0.284  -0.030
H 4.996 -0.904 1.371  0.232
H 3.967 -1.645 0.207  0.199
H 2.333 -0.324 -0.669  0.454
H 1.144 -0.594 0.595  -0.041
C -0.087 -3.852 -0.513  0.417
O -0.023 -5.018 -0.871  -0.812
N 0.890 -3.096 -0.127  -0.107
N -1.193 -3.297 -0.343  -0.294
H 1.687 -3.640 0.172  0.213
H 0.761 -2.175 0.269  0.108
H -1.186 -2.310 -0.130  -0.030
H -1.927 -3.769 -0.852  0.183
C 1.664 0.936 -3.432  0.490
O 2.094 0.246 -2.552  -0.700
N 0.570 1.641 -3.278  -0.199
N 2.106 1.079 -4.635  -0.443
H 0.402 1.678 -2.283  -0.020
H -0.156 1.812 -3.958  0.241
H 3.017 0.740 -4.911  0.245
H 1.374 1.129 -5.329  0.177
C -3.522 3.250 -2.809  0.661
O -2.696 4.034 -2.300  -0.656
N -4.294 3.626 -3.782  -0.447
N -3.632 1.998 -2.535  -0.334
H -4.914 3.015 -4.294  0.165
H -4.210 4.603 -4.024  0.245
H -2.955 1.555 -1.930  0.257
H -4.589 1.695 -2.644  0.214

***

no.,total energy (hartree)
1,-3414.62268
2,-1230.44878
3,-863.37068
4,-1805.92433